a.
The ion C4H8N2 with charge +2, computed with ωB97M-V/def2-TZVPD.

Structure (SMILES): C[N+]1=CC[NH+]=C1
Net charge: +2

Geometry as XYZ:
```
14
C4H8N2, DFT ωB97M-V/def2-TZVPD
N -0.6138 0.1239 -0.0732
N 1.5264 0.9960 0.1166
C 0.5052 -1.0648 -0.4299
C -1.9259 -0.1532 0.1252
C 0.1725 1.1647 0.1812
C 1.7334 -0.4321 -0.0333
H 0.3225 -2.0861 -0.8028
H 2.5787 -0.8619 -0.5513
H 1.6353 -0.6758 1.0365
H 2.2637 1.6480 0.4310
H -2.1879 -1.1764 0.2264
H -0.4451 2.1244 0.1530
H -2.3819 0.5539 0.8786
H -2.5300 0.2188 -0.7413
```

b.
The ion C4H8N2 with charge +2, computed with ωB97M-V/def2-TZVPD.

Net charge: +2

Geometry as XYZ:
```
14
C4H8N2, DFT ωB97M-V/def2-TZVPD
N 1.0831 0.0613 -0.1892
N -1.0807 -0.5634 -0.9110
C 2.3897 0.2751 -0.0104
C -1.6473 0.1733 1.3760
C 0.2241 -0.5470 -0.9955
C -1.8944 0.0551 0.0327
H -2.3757 0.9725 1.8103
H 0.5918 -1.2207 -1.8668
H 3.0586 -0.4231 -0.4322
H -2.9164 0.5451 -0.2536
H -1.0440 -0.1969 2.2502
H 2.6493 1.3690 -0.1827
H 2.6418 0.2265 1.1553
H -1.6800 -0.7266 -1.7829
```

Last place for stability: b

a.
An isolated molecule of C4H7NS3, computed with ωB97M-V/def2-TZVPD.

Geometry as XYZ:
```
15
C4H7NS3, DFT ωB97M-V/def2-TZVPD
S -1.3752 1.5642 -0.1036
S -1.4219 -1.5547 -0.1036
S -3.8469 -0.0048 0.2765
N 1.0037 -0.1550 1.4194
C 0.9812 -0.0330 -0.0310
C -2.2189 0.0191 -0.0408
C 0.3027 -1.3319 -0.6133
C 0.3678 1.3007 -0.5457
H 2.0313 -0.0476 -0.3853
H 0.3986 -1.4322 -1.6528
H 1.5001 0.5740 1.8924
H 0.9214 2.1913 -0.1246
H 0.4620 1.3615 -1.6435
H 0.0932 -0.2522 1.8330
H 0.8010 -2.1993 -0.1771
```

b.
An isolated molecule of C4H7NS3, computed with ωB97M-V/def2-TZVPD.

Geometry as XYZ:
```
15
C4H7NS3, DFT ωB97M-V/def2-TZVPD
S 2.1899 2.1423 -0.0927
S 1.7787 -0.8564 -0.0947
S -0.4333 1.0271 0.0084
N -1.1334 -0.5693 -0.0832
C 1.2554 0.7860 -0.0138
C -2.4045 -0.5763 -0.0963
C -3.2158 0.6488 0.0464
C 3.5045 -0.9073 0.0917
H -2.8934 1.3649 0.8330
H -3.0689 1.0431 -0.9261
H 4.0067 -0.2981 -0.5977
H 3.5905 -2.0444 -0.1342
H -4.2924 0.4475 0.2228
H -3.0329 -1.5553 -0.2046
H 4.1489 -0.6524 1.0409
```

c.
An isolated molecule of C4H7NS3, computed with ωB97M-V/def2-TZVPD.

Geometry as XYZ:
```
15
C4H7NS3, DFT ωB97M-V/def2-TZVPD
S -1.2108 1.9968 -0.1679
S 1.5829 1.0112 -0.2939
S -2.0062 -1.2899 -0.4961
N -1.0519 -1.2270 0.9369
C -0.3381 -0.1905 1.1719
C 2.0469 -1.7368 -0.5416
C 2.4193 -0.5169 0.3261
C -0.0540 0.9233 0.2887
H 2.2583 -0.7621 1.3721
H 0.0680 -0.1295 2.1636
H 2.3457 -1.6212 -1.5962
H -2.6009 -2.4286 -0.1583
H 0.9652 -2.0333 -0.4655
H 3.4308 -0.2003 0.1633
H 2.5967 -2.6011 -0.1819
```

Last place for stability: b

a.
An isolated molecule of C2H4N2O2, computed with ωB97M-V/def2-TZVPD.

Structure (SMILES): [H]/N=N\C(=O)CO

Geometry as XYZ:
```
10
C2H4N2O2, DFT ωB97M-V/def2-TZVPD
O 1.1633 -1.9274 -0.2484
O -1.5987 -1.3696 -0.0441
N 2.9223 0.0216 0.1197
N 1.7736 0.2157 -0.1624
C 0.8268 -0.7894 -0.1037
C -0.5891 -0.4968 0.3977
H -0.3618 -0.7785 1.3578
H -2.1677 -0.9083 -0.6071
H 3.2325 -0.9475 0.4584
H -0.8423 0.5951 0.5327
```

b.
A cluster of 2 separate species, C2H4N2O2 in total, computed with ωB97M-V/def2-TZVPD.

Structure (SMILES): O=[NH+][O-].CC#N

Geometry as XYZ:
```
10
C2H4N2O2, DFT ωB97M-V/def2-TZVPD
O -2.5593 1.4269 -1.7817
O -1.8039 0.0974 -0.2856
N -1.6760 0.9425 -1.1307
N 1.2099 0.8667 -0.6861
C 1.0813 -0.9831 1.0421
C 1.2109 0.0806 0.0935
H 0.9745 -0.3795 2.0038
H 2.0759 -1.4971 1.2040
H 0.1702 -1.6880 0.8724
H -0.6836 1.1336 -1.3318
```

c.
An isolated molecule of C2H4N2O2, computed with ωB97M-V/def2-TZVPD.

Structure (SMILES): NC(=O)NC=O

Geometry as XYZ:
```
10
C2H4N2O2, DFT ωB97M-V/def2-TZVPD
O 0.4398 -1.3705 0.9524
O -2.3309 -1.0328 -0.1237
N -0.4954 0.3680 -0.2458
N 1.8107 0.1292 -0.1110
C 0.5804 -0.4124 0.2356
C -1.8343 0.0523 0.0286
H -2.4097 0.9329 0.3923
H -0.2918 1.3596 -0.2917
H 1.9407 0.3855 -1.0800
H 2.5905 -0.4118 0.2433
```

Last place for stability: b